{
  "formula": "C24H31F4IrN8O6",
  "method": "wB97M-V/def2-TZVPD",
  "symbols": ["Ir", "O", "C", "O", "C", "C", "C", "C", "C", "O", "C", "C", "O", "O", "H", "H", "H", "H", "H", "H", "H", "H", "C", "N", "C", "C", "O", "N", "C", "N", "H", "H", "H", "H", "H", "H", "H", "F", "C", "F", "F", "C", "C", "C", "N", "C", "C", "H", "H", "H", "H", "F", "C", "N", "C", "N", "C", "N", "C", "N", "C", "C", "H", "H", "H", "H", "H", "H", "H", "H", "H", "H", "H", "H"],
  "xyz": [[0.496, 0.535, 0.470], [-2.778, 2.592, 0.831], [-1.846, 1.940, 1.202], [-1.415, 0.878, 0.497], [-1.113, 2.226, 2.508], [-0.642, 0.929, 3.176], [-0.239, 1.151, 4.625], [1.100, 1.919, 4.482], [1.241, 2.027, 2.972], [0.671, 0.751, 2.529], [0.233, 3.026, 2.374], [0.715, 3.421, 0.981], [1.165, 4.504, 0.741], [0.686, 2.461, 0.039], [-1.810, 2.778, 3.134], [-1.244, 0.049, 2.970], [-1.001, 1.714, 5.160], [-0.097, 0.199, 5.132], [1.089, 2.902, 4.948], [1.928, 1.348, 4.897], [2.256, 2.102, 2.591], [0.201, 3.946, 2.951], [5.646, 0.898, -1.545], [4.570, 0.417, -0.694], [4.746, -0.454, 0.454], [3.374, -0.400, 1.114], [3.057, -0.896, 2.152], [2.546, 0.371, 0.273], [3.322, 0.878, -0.715], [2.879, 1.755, -1.608], [6.560, 0.384, -1.265], [5.802, 1.971, -1.416], [5.442, 0.677, -2.593], [5.513, -0.083, 1.134], [4.987, -1.479, 0.169], [2.028, 2.266, -1.369], [3.526, 2.177, -2.253], [-1.781, -0.611, -5.886], [-0.472, -0.657, -5.617], [0.136, 0.268, -6.373], [-0.011, -1.856, -5.979], [-0.223, -0.381, -4.151], [0.464, -1.283, -3.358], [0.662, -0.974, -2.027], [0.220, 0.176, -1.506], [-0.474, 1.040, -2.259], [-0.708, 0.792, -3.595], [0.831, -2.217, -3.756], [1.158, -1.650, -1.346], [-0.836, 1.929, -1.766], [-1.272, 1.504, -4.182], [0.359, -1.318, 0.821], [-1.865, -3.227, -0.940], [-2.255, -1.839, -0.665], [-3.075, -1.838, 0.551], [-4.258, -2.688, 0.427], [-3.813, -4.051, 0.122], [-3.016, -4.111, -1.109], [-3.835, -3.588, -2.206], [-4.284, -2.214, -1.962], [-3.100, -1.379, -1.772], [-5.049, -2.202, -0.708], [-1.251, -3.588, -0.111], [-1.267, -3.255, -1.857], [-3.394, -0.814, 0.757], [-2.463, -2.195, 1.385], [-4.688, -4.694, 0.009], [-3.211, -4.425, 0.952], [-4.709, -4.229, -2.334], [-3.250, -3.611, -3.129], [-3.416, -0.352, -1.567], [-2.514, -1.391, -2.696], [-5.930, -2.835, -0.825], [-5.377, -1.181, -0.503]],
  "mulliken_charge": [1.631, -0.612, -0.078, -0.637, 0.087, -0.244, -1.016, -1.108, -0.109, -0.570, 0.060, -0.009, -0.622, -0.948, 0.773, 0.611, 0.399, 0.385, 0.438, 0.358, 0.582, 0.696, -1.142, -0.022, -0.380, 0.047, -0.520, 0.293, 0.230, -0.098, 0.407, 0.381, 0.348, 0.413, 0.324, 0.272, 0.274, -0.235, 0.693, -0.251, -0.280, 0.272, -0.851, -0.299, 1.138, -0.144, -1.114, 0.573, 0.494, 0.465, 0.518, -0.823, -0.839, 1.086, -0.771, 0.096, -0.695, 0.046, -0.732, 0.069, -0.719, -0.663, 0.212, 0.237, 0.141, 0.187, 0.346, 0.354, 0.351, 0.308, 0.076, 0.163, 0.352, 0.345],
  "total_charge": 1,
  "spin_multiplicity": 2,
  "mol_weight_g_mol": 795.77,
  "total_energy_ha": -2326.31537
}